(1)
This record from OMol25 describes a structure of composition C45H38ClN2P2PdSe. The level of theory is wB97M-V/def2-TZVPD.

Properties
Net charge: +1
HOMO level, eV: -9.6
Gap between HOMO and LUMO, eV: 6.633
Energy, hartree: -5519.1840

Last column: Mulliken charge in e.
Positions of all 90 atoms, in Å:
Pd1 -0.19402 0.86028 0.22538  -1.289
Cl1 -1.62031 3.59858 -0.16076  -0.178
C1 -3.09761 3.29597 -1.00515  0.699
C2 -3.97091 4.37166 -1.14498  -0.646
C3 -5.14409 4.21839 -1.85854  -0.479
C4 -5.44829 2.99669 -2.44663  -0.828
C5 -4.57862 1.93305 -2.29917  -0.402
C6 -3.39360 2.05187 -1.56225  -0.315
P1 -2.31092 0.59299 -1.37512  1.547
C7 -2.25197 -0.07871 -3.06491  0.372
C8 -1.37074 0.53541 -3.95521  -0.650
C9 -1.27410 0.08658 -5.26401  -0.662
C10 -2.04266 -0.99031 -5.68635  -0.528
C11 -2.90966 -1.61319 -4.79925  -0.754
C12 -3.01834 -1.16031 -3.49037  -0.017
C13 -3.32353 -0.58510 -0.43129  0.618
C14 -2.76222 -1.84991 -0.22484  -0.134
C15 -3.39668 -2.78278 0.57749  -0.692
C16 -4.59596 -2.45637 1.20093  -0.703
C17 -5.15205 -1.20163 1.01038  -0.726
C18 -4.52220 -0.26560 0.19511  -0.816
H1 -3.71178 5.32286 -0.70026  0.451
H2 -5.81675 5.05906 -1.96636  0.399
H3 -6.35767 2.87520 -3.01991  0.420
H4 -4.81031 0.97991 -2.75965  0.432
H5 -0.76165 1.36853 -3.62105  0.376
H6 -0.59378 0.57243 -5.95169  0.444
H7 -1.96380 -1.34423 -6.70587  0.425
H8 -3.50968 -2.45265 -5.12677  0.440
H9 -3.69964 -1.64780 -2.80519  0.400
H10 -1.81329 -2.09756 -0.68914  0.260
H11 -2.95084 -3.75843 0.72584  0.424
H12 -5.09143 -3.17986 1.83516  0.414
H13 -6.08567 -0.94319 1.49380  0.426
H14 -4.96712 0.71153 0.06099  0.430
C19 2.69082 -2.89037 -4.13174  -0.681
C20 3.67653 -2.19163 -3.44857  -0.729
C21 3.36947 -1.50951 -2.27826  -0.605
C22 2.06599 -1.53061 -1.78794  0.631
C23 1.07646 -2.22635 -2.48503  -0.370
C24 1.38777 -2.90764 -3.65064  -0.680
P2 1.55683 -0.69104 -0.26496  2.009
C25 3.06195 0.23979 0.18213  0.583
C26 3.25654 1.46309 -0.46630  -0.377
C27 4.39878 2.20822 -0.22993  -0.945
C28 5.35746 1.74369 0.66522  -0.556
C29 5.16529 0.53846 1.31898  -0.833
C30 4.01821 -0.21359 1.08005  -0.316
C31 1.33520 -1.93740 1.03049  -0.901
C32 2.01577 -3.11502 1.18888  0.167
C33 1.66410 -3.98748 2.23932  -0.950
C34 0.62300 -3.69123 3.07545  -1.042
C35 -0.14058 -2.50965 2.90905  1.302
C36 -1.26815 -2.19643 3.69856  -1.122
C37 -1.99979 -1.06815 3.43877  -0.998
C38 -1.63417 -0.19338 2.39431  -0.640
C39 -0.53792 -0.46884 1.62034  1.165
C40 0.23302 -1.62389 1.86189  0.597
H15 2.93661 -3.41770 -5.04433  0.396
H16 4.69038 -2.17505 -3.82651  0.437
H17 4.14332 -0.96372 -1.75523  0.456
H18 0.05541 -2.22420 -2.11788  0.140
H19 0.61474 -3.44242 -4.18686  0.472
H20 2.51896 1.82313 -1.17484  0.410
H21 4.54517 3.14827 -0.74694  0.464
H22 6.25587 2.32049 0.84604  0.450
H23 5.91462 0.17108 2.00964  0.439
H24 3.88257 -1.16378 1.58325  0.404
H25 2.82076 -3.37585 0.51110  0.626
H26 2.21564 -4.90919 2.37250  0.427
H27 0.34463 -4.38195 3.86291  0.481
H28 -1.55532 -2.86949 4.49743  0.476
H29 -2.87127 -0.83003 4.03464  0.426
H30 -2.21555 0.70504 2.22685  0.276
C41 3.15302 4.44990 2.14162  -0.957
N1 3.08934 3.22507 2.92572  0.399
C42 4.08048 2.76652 3.77356  -0.485
C43 3.63781 1.61712 4.31251  -0.608
N2 2.37674 1.38603 3.79255  0.520
C44 1.51488 0.28372 4.19057  -0.398
C45 2.04310 2.37230 2.93832  -0.405
Se1 0.45598 2.67024 2.02121  -0.222
H31 4.12795 4.90565 2.29079  0.311
H32 2.37375 5.13913 2.45927  0.372
H33 3.00808 4.22021 1.08829  0.326
H34 5.00230 3.30065 3.91721  0.483
H35 4.09469 0.95260 5.02314  0.535
H36 1.19622 0.41515 5.22400  0.359
H37 2.04867 -0.66014 4.08704  0.400
H38 0.63978 0.27681 3.55199  -0.279



(2)
This record from OMol25 describes a structure of composition C45H38ClN5O3P2Pb. The level of theory is wB97M-V/def2-TZVPD.

Properties
HOMO level, eV: -6.5
Gap between HOMO and LUMO, eV: 6.383
Energy, hartree: -3572.9668

Last column: Mulliken charge in e.
Positions of all 95 atoms, in Å:
Pb1 -0.23624 -0.32226 -1.65342  1.510
O1 1.74219 -1.28530 0.14303  -0.757
P1 1.67271 -2.01620 1.43146  0.800
C1 -0.00389 -2.09823 2.19420  -0.483
P2 -0.57706 -0.46596 2.81482  1.241
O2 -0.15162 0.67729 1.98593  -0.610
C2 -0.03729 -0.34109 4.54577  0.690
C3 0.55224 0.86062 4.92126  -0.512
C4 1.01651 1.03019 6.21676  -0.686
C5 0.87557 0.00840 7.14366  -0.461
C6 0.27647 -1.18769 6.77388  -0.743
C7 -0.17502 -1.36702 5.47678  -0.480
C8 -2.38451 -0.64513 2.86125  0.540
C9 -3.05167 -1.70161 3.47564  -0.330
C10 -4.43508 -1.75640 3.44458  -0.676
C11 -5.15818 -0.76147 2.80003  -0.641
C12 -4.49491 0.29622 2.19631  -0.384
C13 -3.10965 0.35699 2.22706  -0.644
C14 2.28127 -3.72149 1.31114  0.775
C15 1.95627 -4.75196 2.18525  -0.366
C16 2.49153 -6.01660 1.99467  -0.801
C17 3.35531 -6.25912 0.93716  -0.439
C18 3.68469 -5.23081 0.06482  -0.677
C19 3.15109 -3.96664 0.25229  -0.651
C20 2.77041 -1.24873 2.65668  0.300
C21 3.12282 -1.87358 3.84964  -0.236
C22 4.00920 -1.25705 4.71625  -0.700
C23 4.54847 -0.01862 4.39333  -0.529
C24 4.19279 0.60928 3.20927  -0.646
C25 3.30542 -0.00563 2.33887  -0.322
H1 -0.03739 -2.85257 2.98089  0.243
H2 -0.68125 -2.38494 1.39020  0.147
H3 0.65043 1.64523 4.18149  0.477
H4 1.49287 1.95966 6.50093  0.424
H5 1.23384 0.14186 8.15649  0.409
H6 0.16163 -1.98071 7.50205  0.404
H7 -0.63049 -2.31073 5.19995  0.157
H8 -2.49534 -2.48477 3.97672  0.175
H9 -4.95627 -2.57735 3.92019  0.411
H10 -6.23888 -0.81622 2.77092  0.393
H11 -5.06052 1.07647 1.70353  0.436
H12 -2.56937 1.17281 1.76307  0.537
H13 1.27408 -4.58524 3.01063  0.256
H14 2.22422 -6.82023 2.66899  0.396
H15 3.76414 -7.25001 0.78823  0.393
H16 4.34917 -5.41859 -0.76852  0.397
H17 3.38483 -3.15884 -0.42966  0.388
H18 2.71162 -2.84395 4.10330  0.336
H19 4.28351 -1.74065 5.64513  0.421
H20 5.24225 0.45899 5.07393  0.397
H21 4.60592 1.57958 2.96469  0.429
H22 3.00604 0.47112 1.41419  0.487
O3 0.11320 2.21240 -2.19280  -0.534
C26 -0.28149 3.02720 -1.28673  0.210
C27 0.60164 3.99747 -0.73119  -0.618
C28 0.18249 4.93754 0.17451  -0.514
C29 -1.15456 4.99082 0.58733  -0.906
C30 -2.03653 4.05819 0.09295  -0.822
C31 -1.63300 3.06615 -0.81173  0.852
C32 -2.59022 2.08482 -1.28482  -0.057
N1 -2.36224 0.82542 -1.64735  0.570
C33 -3.56000 0.29251 -2.06345  -0.368
C34 -4.53742 1.22368 -1.94392  -1.047
N2 -3.91373 2.34707 -1.44778  0.044
H23 1.63849 3.94350 -1.03976  0.440
H24 0.89481 5.65288 0.56913  0.389
H25 -1.48262 5.73541 1.30027  0.388
H26 -3.06435 4.06808 0.44669  0.246
H27 -3.62043 -0.72517 -2.41095  0.435
H28 -5.58847 1.18749 -2.16638  0.430
H29 -4.35204 3.23139 -1.26435  0.212
N3 2.21553 5.65024 -10.06058  -0.499
C35 1.76436 4.83490 -9.38780  0.062
C36 1.22707 3.82229 -8.53200  0.489
C37 1.04199 4.08993 -7.17498  -0.915
C38 0.55914 3.10341 -6.33913  -0.344
C39 0.27133 1.84031 -6.85084  0.660
C40 0.44498 1.57229 -8.20270  -0.413
C41 0.91742 2.56336 -9.04210  -0.882
N4 -0.16588 0.82942 -5.96579  0.192
C42 -1.04172 -0.20821 -6.22126  -0.363
C43 -1.15579 -0.90043 -5.05701  -0.836
N5 -0.35800 -0.31485 -4.10436  -0.178
C44 0.21851 0.71433 -4.67327  -0.548
H30 1.27662 5.07214 -6.78953  0.446
H31 0.40066 3.30331 -5.28681  0.675
H32 0.23722 0.58568 -8.59445  0.444
H33 1.06126 2.36700 -10.09540  0.443
H34 -1.51866 -0.34514 -7.17505  0.434
H35 -1.75021 -1.77117 -4.83963  0.451
H36 0.88343 1.39043 -4.15929  0.696
Cl1 -0.61934 -3.71587 -0.84073  -0.203
C45 -1.61822 -2.36975 -1.54013  -1.166
H37 -2.48902 -2.30625 -0.88197  0.454
H38 -1.96109 -2.78561 -2.49059  0.355